{
  "formula": "C26H77NO18",
  "method": "ωB97M-V with the def2-TZVPD basis set",
  "e_lumo_ev": 0.389,
  "largest_force_ev_per_a": 2.7,
  "total_energy_ha": -2445.66368,
  "homo_lumo_gap_ev": 10.1,
  "molar_mass_g_mol": 691.89,
  "homo_energy_ev": -9.720,
  "symbols": ["C", "C", "C", "C", "C", "N", "C", "O", "C", "C", "O", "C", "C", "O", "C", "O", "O", "C", "C", "C", "O", "H", "H", "H", "H", "H", "H", "H", "H", "H", "H", "H", "H", "H", "H", "H", "H", "H", "H", "H", "H", "H", "H", "H", "H", "H", "H", "H", "H", "H", "C", "O", "H", "H", "H", "H", "C", "O", "H", "H", "H", "H", "C", "O", "H", "H", "H", "H", "C", "O", "H", "H", "H", "H", "C", "O", "H", "H", "H", "H", "C", "O", "H", "H", "H", "H", "C", "O", "H", "H", "H", "H", "C", "O", "H", "H", "H", "H", "C", "O", "H", "H", "H", "H", "C", "O", "H", "H", "H", "H", "C", "O", "H", "H", "H", "H", "C", "O", "H", "H", "H", "H"],
  "xyz": [[4.916397, -3.035992, 0.166604], [3.483594, -3.278080, 0.632856], [2.443168, -2.502920, -0.199165], [2.678099, -0.974445, -0.264419], [3.112833, -0.486779, -1.663521], [4.073395, -1.349412, -2.298129], [1.878201, -0.452945, -2.574104], [1.030256, 0.636920, -2.250993], [-0.348446, 0.415785, -2.513355], [-1.028873, -0.340962, -1.366397], [-2.421702, -0.067678, -1.410238], [-3.207701, -1.016053, -0.690723], [-2.939076, -0.963874, 0.813494], [3.581654, 0.911158, -1.606321], [4.570091, 1.185265, -0.724467], [5.677187, 0.835484, -0.867151], [4.184327, 1.886321, 0.341421], [3.249109, 2.973046, 0.204730], [2.256356, 3.007583, 1.384742], [0.884083, 2.479336, 0.965713], [2.807882, 2.311435, 2.510486], [5.143606, -1.966130, 0.262360], [5.666929, -3.561054, 0.773575], [5.068204, -3.330340, -0.878936], [3.401557, -2.979963, 1.691697], [3.244075, -4.350652, 0.589265], [1.456550, -2.675635, 0.258384], [2.396647, -2.913498, -1.215408], [3.389286, -0.662712, 0.511901], [1.740230, -0.441977, -0.061412], [4.208502, -1.006393, -3.246915], [4.975796, -1.337069, -1.825267], [1.354550, -1.409529, -2.421152], [2.192236, -0.381729, -3.631772], [-0.803944, 1.410393, -2.617871], [-0.478417, -0.110780, -3.475572], [-0.857007, -1.430584, -1.438833], [-0.578090, 0.010031, -0.420565], [-4.256007, -0.736199, -0.861384], [-3.033316, -2.038322, -1.054878], [-3.022323, 0.069118, 1.178404], [-3.654510, -1.592568, 1.355853], [-1.925357, -1.318883, 1.053929], [2.697744, 2.862390, -0.732577], [3.835456, 3.902376, 0.150595], [2.168616, 4.057567, 1.694668], [0.978886, 1.733857, 0.169346], [0.347998, 2.036806, 1.818914], [0.264679, 3.292752, 0.583963], [2.198061, 1.609140, 2.770197], [8.529759, -1.923555, -1.099661], [7.224545, -1.377919, -1.025248], [8.444414, -2.976725, -0.837664], [8.950387, -1.852329, -2.106570], [9.213639, -1.444502, -0.393280], [7.255179, -0.440156, -1.247713], [4.621710, 5.793098, 3.247869], [3.382560, 5.191024, 3.579464], [4.451874, 6.867798, 3.214136], [5.393228, 5.587783, 3.995341], [4.988851, 5.468787, 2.269324], [3.502741, 4.231830, 3.596705], [-3.752298, 3.322880, -0.796260], [-2.488499, 3.338861, -1.460182], [-4.082036, 4.356588, -0.695969], [-4.490681, 2.765356, -1.375292], [-3.658723, 2.877913, 0.197955], [-2.211820, 2.416061, -1.540134], [4.558315, -4.369709, -4.591359], [5.509474, -3.322451, -4.470612], [5.027594, -5.155606, -5.180602], [4.269482, -4.778864, -3.619551], [3.652259, -4.044229, -5.113125], [5.096097, -2.634337, -3.939520], [0.570183, -5.795651, -1.733040], [1.400314, -4.851270, -2.381599], [0.988183, -5.963016, -0.741699], [-0.454479, -5.425228, -1.616667], [0.540576, -6.754249, -2.261113], [1.032107, -4.680822, -3.258628], [-5.079306, -4.086569, -1.371553], [-3.791606, -4.166208, -1.979960], [-5.348370, -3.034501, -1.319416], [-5.825544, -4.614935, -1.969571], [-5.070429, -4.498402, -0.359367], [-3.551625, -5.096964, -2.019635], [-5.595742, 1.693328, 2.672820], [-5.578310, 0.376778, 2.130630], [-4.764448, 2.227271, 2.215615], [-6.522575, 2.219958, 2.430238], [-5.449832, 1.694247, 3.754854], [-6.304584, -0.121412, 2.517219], [-1.479835, -4.335238, -5.274902], [-0.369488, -3.729712, -4.623187], [-1.761810, -5.197127, -4.674611], [-2.332939, -3.657930, -5.331405], [-1.221987, -4.681238, -6.278874], [-0.097568, -2.962796, -5.136628], [-3.183372, 1.653250, 6.201402], [-4.014283, 2.749078, 5.835907], [-3.844273, 0.838535, 6.490037], [-2.557119, 1.321194, 5.369164], [-2.540856, 1.901557, 7.050682], [-3.448390, 3.482903, 5.576702], [-1.929032, 6.116514, 1.588569], [-1.376071, 4.914262, 1.079779], [-1.453058, 6.304014, 2.549118], [-1.732398, 6.970039, 0.933608], [-3.009685, 6.038110, 1.746043], [-1.783194, 4.730724, 0.222818], [-5.374179, 2.861749, -4.152648], [-6.362545, 2.514430, -3.184195], [-4.736727, 1.992391, -4.293537], [-5.843120, 3.122545, -5.104680], [-4.760461, 3.698932, -3.810456], [-6.927048, 3.283067, -3.057494], [-5.120326, 1.027963, 9.297979], [-5.144960, -0.268109, 8.713686], [-4.257632, 1.538468, 8.877548], [-6.016594, 1.602148, 9.051291], [-5.004788, 0.985180, 10.384018], [-5.900261, -0.748438, 9.065492]],
  "forces_ev_per_a": [[0.108, 0.132, 0.125], [0.040, -0.027, -0.040], [-0.209, 0.021, 0.197], [0.063, -0.016, -0.084], [0.064, -0.259, -0.095], [-0.107, 0.368, -0.205], [-0.201, 0.052, -0.085], [0.023, -0.178, 0.085], [0.045, -0.078, -0.100], [0.094, -0.045, 0.064], [0.254, -0.077, -0.201], [-0.192, 0.103, 0.689], [0.353, 0.097, 0.000], [-0.581, 0.042, 0.094], [-2.453, 0.628, -0.049], [2.580, -0.833, -0.153], [-0.003, 0.503, 0.217], [0.033, 0.039, -0.275], [-0.052, 0.084, 0.132], [0.026, -0.189, 0.009], [-0.183, 0.044, -0.014], [0.155, -0.300, -0.136], [-0.292, 0.048, -0.055], [-0.078, 0.059, 0.252], [-0.041, -0.058, -0.249], [-0.009, 0.224, 0.002], [0.177, -0.014, -0.167], [0.048, 0.001, 0.302], [-0.041, -0.011, -0.193], [0.231, -0.033, 0.084], [0.125, 0.132, 0.181], [-0.089, -0.052, 0.012], [0.163, 0.130, -0.166], [-0.064, 0.012, 0.241], [0.123, -0.248, 0.035], [-0.046, 0.127, 0.263], [-0.006, 0.256, -0.018], [-0.167, -0.076, -0.212], [0.295, -0.058, -0.155], [0.011, 0.244, -0.199], [-0.126, -0.297, -0.044], [0.107, 0.199, -0.115], [-0.256, 0.012, -0.088], [0.042, 0.029, 0.090], [-0.040, -0.312, 0.133], [-0.092, -0.207, -0.094], [0.004, -0.054, 0.177], [0.082, 0.172, -0.169], [0.065, -0.065, 0.070], [0.194, 0.181, -0.125], [-0.086, -0.079, -0.015], [0.207, 0.047, -0.211], [0.047, -0.012, -0.008], [0.000, -0.004, -0.009], [-0.005, 0.011, 0.010], [-0.133, -0.045, 0.162], [-0.048, 0.019, 0.014], [0.095, -0.158, 0.023], [0.032, 0.005, -0.010], [-0.001, -0.003, 0.006], [0.001, -0.006, -0.009], [-0.109, 0.025, -0.047], [0.098, -0.194, -0.095], [-0.008, -0.008, 0.128], [-0.007, 0.005, -0.005], [-0.085, 0.035, 0.068], [-0.079, 0.043, 0.018], [-0.058, 0.070, 0.044], [0.051, -0.065, -0.001], [-0.169, 0.057, -0.046], [-0.016, -0.018, 0.009], [0.001, 0.021, -0.001], [0.001, 0.016, -0.008], [0.102, -0.139, 0.139], [-0.005, 0.067, 0.024], [0.001, -0.104, -0.187], [-0.016, -0.016, 0.008], [0.003, 0.011, 0.005], [0.019, 0.002, -0.001], [-0.080, 0.140, 0.061], [0.127, -0.075, -0.103], [-0.107, -0.094, 0.072], [0.001, 0.004, -0.018], [-0.071, 0.042, 0.041], [-0.024, 0.018, 0.017], [0.074, 0.064, -0.023], [0.042, -0.064, 0.006], [-0.109, -0.026, 0.012], [-0.010, 0.023, 0.021], [0.000, 0.012, -0.012], [0.005, 0.026, 0.004], [0.040, 0.046, -0.003], [-0.008, -0.075, 0.016], [0.108, 0.033, -0.024], [-0.028, -0.004, -0.003], [-0.024, 0.021, 0.023], [0.010, 0.008, 0.005], [0.026, -0.035, 0.058], [-0.054, 0.008, -0.017], [0.063, 0.045, -0.016], [0.027, -0.019, 0.017], [-0.007, -0.004, -0.012], [0.014, -0.026, 0.003], [-0.052, -0.035, 0.004], [0.038, -0.020, 0.029], [-0.194, 0.096, -0.115], [-0.008, 0.025, 0.003], [0.016, -0.002, -0.004], [0.001, -0.018, 0.005], [0.147, -0.163, -0.027], [-0.214, 0.076, 0.112], [0.084, 0.054, -0.049], [-0.008, -0.012, 0.018], [0.099, -0.017, -0.061], [0.070, -0.028, -0.037], [-0.004, -0.081, 0.033], [0.024, -0.046, -0.050], [-0.051, -0.013, 0.033], [-0.019, 0.055, 0.025], [0.003, 0.018, 0.003], [-0.007, -0.010, 0.007], [0.048, 0.022, -0.029]],
  "lowdin_charge": [-0.119, -0.242, -0.193, -0.085, -0.444, 0.137, -0.124, -0.131, -0.156, -0.192, -0.158, -0.251, -0.074, 0.057, -0.589, 0.182, 0.052, -0.078, -0.366, -0.019, -0.037, 0.055, 0.079, 0.070, 0.108, 0.099, 0.109, 0.083, 0.124, 0.102, 0.095, 0.063, 0.130, 0.141, 0.121, 0.132, 0.134, 0.115, 0.121, 0.097, 0.071, 0.074, 0.070, 0.129, 0.132, 0.127, 0.056, 0.093, 0.067, 0.090, -0.145, -0.151, 0.077, 0.077, 0.077, 0.054, -0.161, -0.131, 0.076, 0.076, 0.071, 0.054, -0.137, -0.132, 0.084, 0.067, 0.069, 0.043, -0.161, -0.126, 0.075, 0.072, 0.071, 0.025, -0.156, -0.137, 0.075, 0.070, 0.076, 0.043, -0.151, -0.139, 0.068, 0.077, 0.080, 0.070, -0.142, -0.133, 0.062, 0.078, 0.066, 0.075, -0.139, -0.133, 0.076, 0.080, 0.079, 0.081, -0.161, -0.132, 0.069, 0.076, 0.075, 0.075, -0.156, -0.136, 0.077, 0.078, 0.073, 0.041, -0.159, -0.135, 0.079, 0.075, 0.073, 0.074, -0.158, -0.128, 0.061, 0.081, 0.076, 0.073]
}